No. 1
A structure of composition C23H48NOP3RuSe at a distorted geometry, computed with ωB97M-V/def2-TZVPD.

Last column: Mulliken charge in e.
Geometry (Å):
Ru1 0.25891 -0.12746 -0.08485  -0.07
P1 0.76889 -2.32801 0.53221  1.03
P2 1.23487 0.75122 1.74869  1.33
P3 -1.00343 -0.76672 -1.82705  1.26
H1 1.91666 2.08120 -0.93652  0.32
C1 1.00551 1.56855 -1.27329  -0.89
C2 -0.24372 1.93774 -0.63586  -1.15
H2 -0.21733 2.63293 0.20699  0.52
C3 2.35055 -2.82072 -0.23506  -1.18
C4 1.00699 -2.74998 2.30114  -1.30
C5 -0.37368 -3.69276 0.08312  -1.37
C6 1.31439 2.57160 2.01124  -1.57
C7 0.62260 0.36718 3.43796  -1.30
C8 3.03333 0.39078 1.75603  -1.06
C9 -1.78814 0.46479 -2.94437  -1.59
C10 -2.53609 -1.73637 -1.54740  -1.18
C11 -0.00585 -1.67604 -3.06687  -1.05
H3 1.01681 1.48180 -2.36990  0.73
H4 -1.14716 1.99411 -1.24820  0.48
H5 2.63750 -3.84987 0.00235  0.56
H6 3.14699 -2.14674 0.10856  0.27
H7 2.25440 -2.73576 -1.32710  0.16
H8 1.30986 -3.79976 2.40627  0.55
H9 0.04453 -2.62885 2.81386  0.25
H10 1.77437 -2.12141 2.77074  0.38
H11 0.02309 -4.65724 0.42593  0.55
H12 -0.53291 -3.75316 -1.00195  0.38
H13 -1.32271 -3.52075 0.60527  0.26
H14 2.02713 2.78013 2.81931  0.52
H15 0.33018 2.94927 2.31319  0.35
H16 1.63901 3.09869 1.10947  0.41
H17 1.43437 0.52440 4.16216  0.48
H18 0.26548 -0.66004 3.52746  0.18
H19 -0.21137 1.04057 3.68040  0.40
H20 3.52802 1.06563 2.46472  0.50
H21 3.44429 0.56734 0.75270  0.12
H22 3.23597 -0.64705 2.04507  0.30
H23 -2.16064 -0.05934 -3.83387  0.54
H24 -1.08161 1.23710 -3.26081  0.41
H25 -2.63841 0.94171 -2.44390  0.38
H26 -2.93117 -2.08268 -2.51240  0.50
H27 -3.28259 -1.08929 -1.06698  0.22
H28 -2.37292 -2.59935 -0.90140  0.25
H29 -0.55748 -1.71563 -4.01326  0.50
H30 0.21310 -2.69805 -2.73850  0.26
H31 0.94475 -1.14834 -3.23156  0.08
C12 4.60638 0.79269 -3.39179  0.34
C13 4.00125 2.04065 -3.16212  0.18
C14 4.36631 3.15617 -3.91793  -0.39
C15 5.38829 3.06434 -4.86777  -0.58
C16 6.05515 1.84516 -5.05163  -0.38
C17 5.68002 0.71176 -4.31664  -0.39
Se1 3.86816 -0.70263 -2.42450  0.34
H32 2.63418 -0.11646 -1.68778  -0.03
H33 3.22664 2.10788 -2.39831  0.31
H34 3.83568 4.09417 -3.74924  0.46
H35 5.65899 3.94616 -5.45681  0.45
H36 6.86392 1.79134 -5.77559  0.45
H37 6.20358 -0.23487 -4.45784  0.46
O1 -1.75772 -0.92442 1.44787  0.00
C18 -2.66191 -0.41253 2.15872  -0.35
C19 -2.91697 1.08316 2.14855  0.24
C20 -4.27707 1.38738 1.51922  -0.63
C21 -5.43690 1.23220 2.51704  -0.83
C22 -5.70549 -0.20777 2.98493  -0.65
C23 -4.54328 -0.77837 3.78477  -0.78
N1 -3.41833 -1.19545 2.94741  -0.08
H38 -2.87263 1.45721 3.19183  0.63
H39 -2.12165 1.57441 1.57258  -0.59
H40 -4.28490 2.43197 1.16322  0.45
H41 -4.44328 0.75289 0.63146  0.17
H42 -5.20423 1.83677 3.40529  0.30
H43 -6.36601 1.62075 2.06483  0.37
H44 -6.59649 -0.20249 3.62664  0.39
H45 -5.91849 -0.86611 2.13693  0.29
H46 -4.20443 -0.06141 4.54543  0.28
H47 -4.87926 -1.67556 4.31609  0.47
H48 -3.15484 -2.18438 2.91144  0.35

Results
Net charge: +3
<S²>: 8.798
Kohn-Sham gap (alpha / beta) in eV: 3.82 / 2.51
LUMO energy (alpha / beta) in eV: -9.53 / -13.82
E_HOMO (alpha / beta) in eV: -13.351 / -16.321
Spin multiplicity: 6

=====

No. 2
A cluster of 7 separate species, C23H49BO24P in total at a distorted geometry, computed with ωB97M-V/def2-TZVPD.

Last column: Mulliken charge in e.
Geometry (Å):
O1 -1.51976 -3.30371 0.43490  -0.36
C1 -1.49496 -4.00168 1.67306  -0.52
C2 -1.42055 -5.54615 1.53051  -0.49
C3 -2.08708 -6.13525 0.24935  -0.61
B1 -3.48664 -6.95769 0.48518  1.04
O2 -3.70681 -7.62585 1.79139  -0.77
C4 -4.49638 -6.68418 2.43978  -0.12
O3 -4.93044 -7.03990 3.73089  -0.55
C5 -5.58387 -6.33709 1.37268  0.23
P1 -6.29610 -4.59429 1.45548  0.06
O4 -7.82176 -4.72924 2.18554  -0.50
O5 -6.58108 -4.24021 -0.18505  -0.50
O6 -4.76885 -6.20624 0.22176  -0.77
H1 -2.23308 -2.67978 0.48173  0.21
H2 -0.57638 -3.67841 2.20045  0.26
H3 -2.32459 -3.72034 2.33932  0.32
H4 -0.35839 -5.83856 1.53817  0.40
H5 -1.84586 -5.98052 2.44767  0.29
H6 -1.36742 -6.85855 -0.16839  0.13
H7 -2.26418 -5.39369 -0.54368  0.20
H8 -3.50905 -7.84796 -0.35921  -0.34
H9 -3.94598 -5.72408 2.55803  -0.01
H10 -4.12360 -7.08488 4.22933  0.36
H11 -6.32119 -7.14323 1.20968  0.43
H12 -8.15084 -3.83903 2.22012  0.32
H13 -5.74707 -3.92167 -0.51140  0.31
C6 -1.65058 2.73387 -0.69597  -0.68
O7 -1.22207 2.00098 -1.84129  -0.33
C7 -1.53449 0.70423 -1.80476  0.78
O8 -2.12028 0.14254 -0.92159  -0.51
O9 -1.07913 0.14235 -2.92102  -0.33
C8 -1.34770 -1.26047 -3.00734  -0.65
H14 -1.34454 3.76834 -0.83388  0.29
H15 -2.73593 2.70133 -0.60436  0.29
H16 -1.17749 2.35000 0.20760  0.32
H17 -2.42068 -1.44581 -2.99972  0.30
H18 -0.86368 -1.79726 -2.19181  0.28
H19 -0.93903 -1.61377 -3.95063  0.24
C9 5.17395 4.60171 -1.90846  -0.76
O10 4.77175 3.27850 -1.56111  -0.26
C10 3.54234 2.95651 -1.97459  0.73
O11 2.79856 3.66901 -2.58597  -0.56
O12 3.30010 1.70875 -1.58925  -0.29
C11 2.00996 1.21737 -1.96902  -0.59
H20 6.18052 4.74243 -1.52067  0.23
H21 5.19293 4.72745 -2.99047  0.33
H22 4.51441 5.33771 -1.45088  0.32
H23 1.90539 1.20615 -3.05248  0.32
H24 1.22191 1.81465 -1.51718  0.19
H25 1.93095 0.19752 -1.60007  0.31
C12 -5.29729 4.83603 4.12647  -0.75
O13 -4.87077 4.11054 2.97557  -0.23
C13 -5.17933 2.80906 3.00420  0.68
O14 -5.76063 2.24761 3.88738  -0.54
O15 -4.72569 2.24760 1.88070  -0.10
C14 -4.98618 0.84340 1.77757  -0.72
H26 -4.98979 5.86922 3.98409  0.23
H27 -6.38180 4.80120 4.22395  0.32
H28 -4.82113 4.44701 5.02548  0.30
H29 -6.05754 0.64755 1.78025  0.33
H30 -4.49692 0.30088 2.58450  0.32
H31 -4.57082 0.50694 0.83041  0.15
C15 8.98960 -0.89020 -5.42460  -0.64
O16 9.01156 -0.07262 -4.25673  -0.34
C16 7.81105 0.11050 -3.70446  0.79
O17 6.77718 -0.34291 -4.10573  -0.54
O18 7.96527 0.88273 -2.63293  -0.36
C17 6.74539 1.16325 -1.93565  -0.60
H32 10.01394 -0.96653 -5.78113  0.22
H33 8.62311 -1.88864 -5.18942  0.29
H34 8.37857 -0.43453 -6.20281  0.29
H35 6.29443 0.24320 -1.56462  0.28
H36 6.05210 1.69426 -2.57335  0.29
H37 6.98959 1.79564 -1.08681  0.29
C18 7.99634 -1.88857 0.50687  -0.63
O19 7.29454 -1.51595 1.69192  -0.30
C19 8.07710 -1.04273 2.65804  0.79
O20 9.26808 -0.91490 2.60360  -0.54
O21 7.30389 -0.73530 3.69803  -0.31
C20 8.01834 -0.21238 4.81499  -0.63
H38 7.26228 -2.25712 -0.20561  0.22
H39 8.50270 -1.02688 0.07212  0.28
H40 8.70908 -2.68567 0.71440  0.33
H41 8.52619 0.71381 4.54844  0.29
H42 8.73272 -0.94324 5.19200  0.29
H43 7.28750 -0.00192 5.59173  0.22
C21 -3.91484 8.19789 -2.36711  -0.64
O22 -4.56186 6.92871 -2.33029  -0.34
C22 -4.63949 6.39721 -1.10970  0.78
O23 -4.22350 6.89287 -0.09980  -0.56
O24 -5.25641 5.22489 -1.21179  -0.35
C23 -5.40805 4.53574 0.03352  -0.53
H44 -3.91228 8.52568 -3.40374  0.22
H45 -4.46062 8.92638 -1.76844  0.29
H46 -2.88517 8.11595 -2.02113  0.29
H47 -6.01439 5.12170 0.72251  0.31
H48 -4.44096 4.31179 0.47300  0.26
H49 -5.92039 3.59888 -0.16831  0.26

Results
Net charge: -1
Kohn-Sham gap in eV: 5.73
LUMO energy in eV: 1.69
E_HOMO in eV: -4.046